# 1
# C15H19N5O2OsS

A structure of composition C15H19N5O2OsS at a distorted geometry (ωB97M-V/def2-TZVPD, OMol25).

Each line ends with the Mulliken spin population.
Element x y z (Å)
N: -2.03 -0.10 0.98  0.039
C: -3.07 -0.11 1.45  0.007
C: -4.37 -0.17 2.06  -0.002
H: -4.34 -0.82 2.97  0.000
H: -5.11 -0.59 1.35  0.001
H: -4.70 0.84 2.36  0.001
N: 0.21 0.76 -2.13  0.103
C: 0.33 1.22 -3.17  0.116
C: 0.46 1.71 -4.51  -0.006
H: -0.39 1.37 -5.12  0.007
H: 1.40 1.34 -4.95  0.009
H: 0.48 2.82 -4.49  0.004
N: 1.72 -1.06 1.00  0.040
C: 2.62 -1.58 1.48  0.006
C: 3.72 -2.26 2.10  -0.002
H: 4.62 -1.62 2.09  0.000
H: 3.95 -3.20 1.56  0.001
H: 3.47 -2.51 3.15  0.001
Os: 0.09 0.35 -0.20  1.949
C: 1.76 1.37 -0.04  0.080
O: 2.78 1.97 -0.19  0.035
C: -0.87 2.05 -0.05  0.080
O: -1.48 3.07 -0.21  0.036
C: -2.08 -2.41 -1.30  -0.011
C: -1.53 -3.08 -0.20  0.262
C: -0.14 -3.44 -0.20  0.263
C: 0.67 -3.12 -1.30  -0.003
C: 0.10 -2.44 -2.43  0.241
C: -1.25 -2.09 -2.43  0.251
H: -3.17 -2.17 -1.34  0.011
H: -2.17 -3.37 0.67  0.000
H: 0.27 -4.00 0.68  0.000
H: 1.74 -3.43 -1.33  0.011
H: 0.75 -2.23 -3.32  0.001
H: -1.72 -1.59 -3.32  0.001
N: 2.10 3.49 2.37  0.009
C: 0.86 3.36 2.05  0.156
N: -0.17 4.07 2.36  0.009
S: 0.46 1.80 1.43  0.275
H: 2.33 4.25 2.89  0.007
H: 2.82 2.85 2.17  0.002
H: -1.11 3.86 2.16  0.002
H: -0.01 4.85 2.89  0.007

Results
**Charge**: +4
**Gap between HOMO and LUMO (alpha / beta)**: 6.85 / 5.98 eV
**2S+1**: 5
**Energy above the lowest of the compared OMol25 structures with the same formula, charge and spin**: 0.0 kJ/mol



# 2
# C15H19NOOsS9

A structure of composition C15H19NOOsS9 at a distorted geometry (ωB97M-V/def2-TZVPD, OMol25).

Each line ends with the Mulliken spin population.
Element x y z (Å)
Os: -0.12 0.38 -0.74  0.621
O: 1.80 0.52 -0.26  0.069
N: 2.32 1.78 -0.22  -0.009
C: 3.53 1.89 0.38  0.002
C: 4.14 3.11 0.44  -0.003
C: 3.50 4.22 -0.12  0.004
C: 2.28 4.08 -0.72  -0.003
C: 1.67 2.81 -0.77  0.006
S: 0.16 2.50 -1.53  0.008
H: 3.93 0.97 0.77  0.000
H: 5.11 3.18 0.93  0.000
H: 3.97 5.20 -0.07  0.000
H: 1.76 4.91 -1.17  0.000
C: -3.24 -1.62 0.22  0.009
C: -3.73 -0.25 -0.23  -0.002
S: -2.45 0.95 -0.75  0.045
C: -2.45 2.17 0.57  0.009
C: -1.97 1.66 1.91  0.000
S: -0.26 1.07 1.72  0.013
C: -0.30 -0.53 2.59  0.002
C: -0.93 -1.68 1.83  0.004
S: -2.74 -1.75 1.96  0.000
H: -2.41 -1.95 -0.39  -0.002
H: -4.05 -2.35 0.08  0.000
H: -4.30 0.24 0.55  0.000
H: -4.37 -0.36 -1.11  0.003
H: -3.46 2.60 0.65  -0.005
H: -1.79 2.95 0.19  0.004
H: -2.57 0.82 2.26  0.002
H: -2.00 2.45 2.65  -0.001
H: -0.81 -0.34 3.53  0.000
H: 0.75 -0.75 2.80  0.001
H: -0.53 -2.63 2.20  0.000
H: -0.68 -1.62 0.76  0.000
C: 3.10 -1.94 -1.90  0.005
S: 2.18 -2.58 -0.47  0.002
C: 0.66 -3.07 -1.19  -0.004
C: -0.17 -2.39 -2.01  0.019
S: -0.03 -0.76 -2.69  0.203
S: -1.59 -3.27 -2.55  0.003
C: -1.40 -4.66 -1.52  0.002
S: -2.50 -5.85 -1.38  0.001
S: 0.13 -4.65 -0.69  0.001
H: 4.14 -2.15 -1.71  0.001
H: 2.94 -0.87 -2.01  -0.005
H: 2.78 -2.46 -2.80  -0.002

Results
**Charge**: +1
**Gap between HOMO and LUMO (alpha / beta)**: 6.57 / 6.35 eV
**2S+1**: 2
**Energy above the lowest of the compared OMol25 structures with the same formula, charge and spin**: 169.3 kJ/mol



# 3
# C15H20AlBrO2S4

A structure of composition C15H20AlBrO2S4 (ωB97M-V/def2-TZVPD, OMol25).

Each line ends with the Löwdin charge.
Element x y z (Å)
Al: 0.23 0.17 0.05  -0.247
C: -1.34 1.63 2.68  -0.443
C: -2.23 2.07 1.52  -0.429
S: -1.16 2.26 0.07  1.031
C: -2.23 2.10 -1.38  -0.436
C: -1.34 1.72 -2.56  -0.439
S: -0.42 0.17 -2.33  1.029
C: -1.79 -1.04 -2.37  -0.429
C: -1.41 -2.31 -1.62  -0.429
S: -0.88 -2.03 0.08  1.027
C: -2.35 -1.54 1.01  -0.437
C: -1.85 -1.15 2.40  -0.433
S: -0.48 0.06 2.42  1.022
H: -1.92 1.53 3.59  0.108
H: -0.55 2.36 2.87  0.103
H: -2.68 3.03 1.75  0.109
H: -3.02 1.36 1.31  0.085
H: -2.70 3.06 -1.57  0.110
H: -3.01 1.36 -1.18  0.082
H: -0.58 2.48 -2.74  0.103
H: -1.93 1.62 -3.47  0.111
H: -1.98 -1.27 -3.42  0.110
H: -2.68 -0.58 -1.95  0.082
H: -0.56 -2.81 -2.09  0.105
H: -2.24 -3.01 -1.62  0.112
H: -3.03 -2.38 1.09  0.112
H: -2.87 -0.72 0.51  0.074
H: -1.47 -2.03 2.92  0.098
H: -2.65 -0.74 3.01  0.108
Br: 8.51 0.76 0.27  0.855
C: 6.64 0.63 0.22  -0.665
C: 6.05 -0.63 0.09  -0.087
C: 4.68 -0.73 0.05  0.020
C: 3.90 0.43 0.14  -0.139
C: 4.50 1.69 0.27  0.019
C: 5.87 1.79 0.31  -0.088
C: 2.47 0.33 0.09  -0.420
O: 1.67 1.34 0.20  0.003
O: 1.83 -0.78 -0.05  0.010
H: 6.68 -1.51 0.03  0.115
H: 4.21 -1.69 -0.05  0.131
H: 3.89 2.58 0.33  0.130
H: 6.36 2.75 0.40  0.115

Results
**Charge**: +2
**Gap between HOMO and LUMO**: 8.18 eV
**2S+1**: 1
**Energy above the lowest of the compared OMol25 structures with the same formula, charge and spin**: 0.0 kJ/mol



# 4
# C15H20BNO5S

A cluster of 2 separate species, C15H20BNO5S in total at a distorted geometry (ωB97M-V/def2-TZVPD, OMol25).

Each line ends with the Löwdin charge.
Element x y z (Å)
N: 5.19 -0.02 -1.71  0.142
B: 4.36 0.24 -0.50  -0.464
O: 3.82 -0.95 0.16  0.066
C: 3.98 1.69 0.12  0.069
C: 3.08 2.64 -0.42  -0.018
C: 2.22 2.64 -1.75  -0.120
C: 1.41 1.28 -2.03  -0.201
C: -0.05 1.49 -2.67  -0.175
C: -1.12 1.12 -1.52  -0.191
C: -1.99 2.27 -0.96  -0.039
C: -2.99 1.91 0.18  -0.069
C: -3.02 0.45 0.68  -0.076
C: -2.16 -0.70 0.10  -0.057
C: -1.16 -0.35 -1.03  -0.034
C: 3.07 3.88 0.61  -0.293
O: 2.25 4.80 0.76  0.122
O: 4.28 3.73 1.35  0.068
C: 4.51 2.32 1.48  -0.292
O: 5.04 1.80 2.48  0.116
H: 5.52 0.86 -2.14  0.075
H: 4.55 -0.45 -2.40  0.088
H: 3.78 -0.71 1.11  0.102
H: 1.43 3.47 -1.63  0.121
H: 2.83 2.95 -2.69  0.136
H: 1.38 0.66 -1.06  0.117
H: 2.04 0.66 -2.78  0.109
H: -0.16 2.56 -3.06  0.105
H: -0.12 0.79 -3.58  0.113
H: -1.87 3.33 -1.38  0.092
H: -3.64 2.75 0.60  0.083
H: -3.72 0.18 1.54  0.080
H: -2.20 -1.80 0.46  0.057
H: -0.45 -1.11 -1.53  0.104
C: -5.14 -4.00 2.92  -0.267
S: -3.36 -3.74 2.77  0.849
O: -3.16 -2.59 1.84  -0.581
C: -3.03 -5.25 1.84  -0.266
H: -5.57 -3.15 3.45  0.051
H: -5.60 -4.08 1.93  0.059
H: -5.33 -4.91 3.50  0.053
H: -3.62 -5.26 0.91  0.059
H: -3.29 -6.12 2.45  0.053
H: -1.97 -5.28 1.59  0.052

Results
**Gap between HOMO and LUMO**: 7.42 eV
**2S+1**: 1



# 5
# C15H20BrF17O2P

A structure of composition C15H20BrF17O2P (ωB97M-V/def2-TZVPD, OMol25).

Each line ends with the Löwdin charge.
Element x y z (Å)
C: 0.42 1.11 -0.06  -0.106
C: -0.03 2.55 -0.32  -0.299
C: -1.30 2.74 -1.16  -0.809
Br: -1.28 1.83 -2.87  0.806
P: -2.81 2.35 -0.29  0.936
F: -3.98 2.76 -1.24  -0.136
C: -3.12 0.71 0.31  -0.317
C: -2.83 -0.45 -0.65  -0.116
H: 1.46 1.11 0.23  0.082
H: 0.34 0.48 -0.95  0.045
H: -0.12 0.65 0.76  0.062
H: 0.76 3.10 -0.83  0.112
H: -0.17 3.06 0.64  0.118
H: -1.39 3.80 -1.42  0.083
H: -2.91 3.23 0.79  0.087
H: -4.18 0.73 0.58  0.116
H: -2.57 0.63 1.25  0.089
H: -3.34 -0.31 -1.60  0.075
H: -1.77 -0.55 -0.84  0.055
H: -3.17 -1.37 -0.19  0.089
C: -2.93 -4.49 5.05  -0.027
C: -4.38 -4.02 4.92  -0.446
C: -5.10 -4.26 3.59  -0.302
F: -4.48 -3.58 2.59  0.080
F: -6.36 -3.81 3.68  0.107
F: -4.49 -2.72 5.26  0.137
F: -5.09 -4.75 5.83  0.112
O: -1.94 -3.49 4.88  0.058
C: -1.35 -3.23 3.68  -0.562
C: -1.55 -1.76 3.28  -0.267
F: -2.86 -1.47 3.15  0.088
F: -0.97 -1.56 2.07  0.075
F: -1.77 -4.05 2.71  0.158
F: -0.02 -3.40 3.81  0.152
H: -2.82 -4.80 6.09  0.153
H: -2.74 -5.36 4.42  0.150
H: -5.11 -5.33 3.34  0.176
H: -1.10 -1.10 4.02  0.177
C: 3.46 1.86 -3.84  -0.052
C: 3.84 0.92 -2.69  -0.435
C: 4.46 1.56 -1.43  -0.320
F: 5.65 2.11 -1.71  0.113
F: 4.63 0.60 -0.50  0.101
F: 4.61 -0.08 -3.12  0.158
F: 2.66 0.38 -2.24  0.071
O: 4.37 1.93 -4.92  0.054
C: 5.32 2.91 -4.99  -0.545
C: 6.73 2.30 -5.10  -0.287
F: 6.99 1.55 -4.02  0.104
F: 7.62 3.31 -5.15  0.110
F: 5.24 3.77 -3.96  0.152
F: 5.11 3.61 -6.12  0.151
H: 2.56 1.41 -4.27  0.146
H: 3.18 2.85 -3.47  0.144
H: 3.79 2.32 -1.02  0.165
H: 6.80 1.69 -6.00  0.178

Results
**Charge**: +1
**Gap between HOMO and LUMO**: 10.05 eV
**2S+1**: 1



# 6
# C15H20BrOV

A structure of composition C15H20BrOV at a distorted geometry (ωB97M-V/def2-TZVPD, OMol25).

Each line ends with the Mulliken spin population.
Element x y z (Å)
V: 0.13 -0.50 0.58  1.068
C: 1.99 0.20 1.68  -0.015
C: 2.41 -0.66 0.59  -0.012
C: 2.18 0.04 -0.64  -0.048
H: 2.84 -1.64 0.71  0.000
C: 1.60 1.29 -0.33  0.057
C: 1.48 1.40 1.10  -0.001
H: 1.19 2.28 1.65  -0.008
H: 2.06 -0.02 2.74  0.002
H: 2.52 -0.24 -1.63  0.001
H: 1.34 2.04 -1.08  0.001
C: -2.06 -0.05 1.01  0.036
C: -1.39 1.14 1.42  -0.070
C: -1.07 1.88 0.24  0.042
H: -1.33 1.51 2.45  -0.009
C: -1.38 1.08 -0.88  -0.021
C: -1.96 -0.13 -0.42  0.061
H: -2.47 -0.86 -1.06  -0.015
H: -2.66 -0.72 1.63  0.003
H: -0.82 2.94 0.19  -0.004
H: -1.36 1.41 -1.92  0.020
O: 0.53 -2.54 -0.15  0.125
C: -0.36 -0.38 -4.58  0.248
C: 0.11 -1.37 -3.82  -0.131
C: 0.42 0.90 -4.54  -0.004
C: -1.85 -0.21 -4.64  -0.006
C: 0.52 -2.55 -1.46  0.558
H: 1.23 -1.51 -3.89  -0.003
H: -0.41 -2.37 -3.99  0.004
H: -0.30 -3.21 -2.02  0.057
H: 1.59 -2.63 -2.02  0.031
H: 0.30 1.45 -5.49  0.005
H: 1.45 0.61 -4.31  0.002
H: 0.18 1.42 -3.62  0.014
H: -2.18 -0.06 -5.67  0.008
H: -2.09 0.56 -3.93  0.018
H: -2.30 -1.12 -4.18  -0.005
Br: -0.24 -1.74 3.03  -0.010

Results
**Charge**: -2
**Gap between HOMO and LUMO (alpha / beta)**: 4.32 / 4.06 eV
**2S+1**: 3
**Energy above the lowest of the compared OMol25 structures with the same formula, charge and spin**: 31.0 kJ/mol



# 7
# C15H20CaN2O2

A structure of composition C15H20CaN2O2 at a distorted geometry (ωB97M-V/def2-TZVPD, OMol25).

Each line ends with the Löwdin charge.
Element x y z (Å)
C: 1.62 -2.98 0.07  -0.329
C: 0.22 -0.47 -3.89  -0.259
H: 2.46 -2.73 0.73  -0.041
H: 2.09 -3.34 -0.88  -0.077
H: 1.06 -3.84 0.47  -0.039
H: 0.53 0.58 -4.06  -0.040
H: 0.87 -1.15 -4.48  -0.051
H: -0.82 -0.59 -4.21  -0.061
C: 1.50 0.03 1.72  -0.172
C: 1.74 0.76 2.88  -0.030
C: 1.46 2.13 2.84  -0.049
C: 0.90 2.65 1.67  -0.017
H: 1.58 -1.21 1.75  0.067
H: 2.11 0.24 3.76  0.113
H: 1.62 2.77 3.70  0.107
H: 0.63 3.70 1.61  0.094
N: 1.05 0.50 0.58  0.112
C: 0.67 1.81 0.57  -0.184
C: -0.13 2.27 -0.59  -0.198
N: -0.52 1.34 -1.50  0.083
C: -1.35 1.72 -2.49  -0.150
C: -1.31 4.03 -1.80  -0.057
C: -1.68 3.06 -2.75  -0.040
H: -1.74 0.90 -3.10  0.083
H: -2.22 3.31 -3.65  0.101
C: -0.55 3.61 -0.71  -0.017
H: -0.28 4.32 0.08  0.094
H: -1.61 5.07 -1.90  0.107
Ca: 0.57 -1.45 -1.59  1.255
C: -1.97 -1.63 -1.46  -0.135
H: -2.50 -1.87 -2.40  -0.017
H: -2.42 -0.68 -1.09  -0.012
H: -2.21 -2.40 -0.71  -0.013
C: -0.34 -3.42 3.52  -0.009
O: 0.65 -2.42 3.16  -0.020
C: 0.50 -1.82 2.01  -0.508
O: -0.49 -1.83 1.30  0.022
H: -1.34 -2.98 3.49  0.095
H: -0.07 -3.72 4.53  0.091
H: -0.26 -4.27 2.82  0.099

Results
**Gap between HOMO and LUMO (alpha / beta)**: 6.39 / 4.74 eV
**2S+1**: 1
**Energy above the lowest of the compared OMol25 structures with the same formula, charge and spin**: 622.6 kJ/mol



# 8
# C15H20FNO7S

An isolated molecule of C15H20FNO7S (ωB97M-V/def2-TZVPD, OMol25).

Each line ends with the Löwdin charge.
Element x y z (Å)
C: 3.53 -3.74 1.60  -0.043
O: 2.60 -3.04 0.78  -0.046
C: 1.98 -3.80 -0.14  -0.441
O: 2.25 -4.96 -0.31  0.138
C: 1.04 -2.99 -0.95  -0.027
C: 0.62 -1.75 -0.48  0.075
C: -0.30 -0.98 -1.16  -0.155
N: -0.73 0.29 -0.70  0.151
C: -1.17 0.53 0.57  -0.432
O: -1.12 -0.28 1.47  0.119
C: -1.65 1.96 0.80  -0.313
C: -0.51 2.79 1.38  -0.150
C: -0.94 4.23 1.60  -0.238
S: 0.36 5.22 2.32  0.599
C: 1.58 5.34 1.02  -0.141
O: -0.18 6.54 2.53  -0.322
O: 0.94 4.48 3.40  -0.312
O: -2.71 2.01 1.71  -0.125
C: -3.86 1.34 1.26  -0.072
C: -0.77 -1.46 -2.37  -0.202
F: -1.64 -0.71 -3.06  0.085
C: -0.37 -2.67 -2.89  0.069
C: 0.54 -3.45 -2.18  -0.211
O: 0.99 -4.63 -2.65  -0.052
C: 0.34 -5.19 -3.78  -0.063
H: 3.95 -3.01 2.29  0.093
H: 3.03 -4.53 2.17  0.098
H: 4.32 -4.19 1.00  0.096
H: 1.00 -1.39 0.46  0.133
H: -0.96 0.96 -1.41  0.143
H: -1.98 2.40 -0.16  0.154
H: -0.21 2.35 2.33  0.137
H: 0.35 2.73 0.71  0.122
H: -1.25 4.74 0.69  0.115
H: -1.75 4.29 2.33  0.117
H: 2.35 6.00 1.42  0.074
H: 1.98 4.35 0.83  0.061
H: 1.11 5.78 0.15  0.071
H: -4.64 1.50 2.00  0.095
H: -4.20 1.74 0.30  0.096
H: -3.69 0.26 1.17  0.092
H: -0.76 -2.97 -3.85  0.120
H: 0.73 -6.20 -3.87  0.098
H: -0.74 -5.24 -3.63  0.100
H: 0.57 -4.65 -4.69  0.097

Results
**Gap between HOMO and LUMO**: 9.09 eV
**2S+1**: 1
**Energy above the lowest of the compared OMol25 structures with the same formula, charge and spin**: 7.3 kJ/mol
**SMILES**: COC(=O)c1cc(NC(=O)[C@H](CCS(C)(=O)=O)OC)c(F)cc1OC



E? In order: -1494.24457 -4387.09222 -5142.89559 -1437.43316 -5346.92594 -4176.63376 -1520.86519 -1663.05954 Ha.